Molecular formula: C4H11NO
Method: DFT, ωB97M-V/def2-TZVPD

Properties
Lowest unoccupied orbital energy ... 0.8 eV
DFT total energy ... -288.85648 Eh
Strongest force on any atom ... 5.572 eV/Å
ΔE to the lowest compared entry with this formula, charge and spin ... 4.368 eV
Gap between HOMO and LUMO ... 0.3648 Ha

ORCA input file:
```
! RIJCOSX wB97M-V def2-TZVPD def2/J DEFGRID3
* xyz 0 1
C -2.35503 0.69154 1.84450
C -1.38494 -0.07714 0.96498
N -0.07152 0.54924 0.75333
C 0.84389 -0.29956 0.00045
C 1.13847 0.25881 -1.37066
O 1.99495 -1.07179 -2.06196
H -2.12155 0.56555 2.90063
H -2.55612 1.73484 1.61614
H -3.27209 0.10887 1.70603
H -1.14652 -1.02990 1.43958
H -1.89169 -0.30503 0.01692
H -0.25156 1.37622 0.19787
H 1.78297 -0.57846 0.48342
H 0.46566 -1.31404 -0.15673
H 1.75032 1.16514 -1.35229
H 0.25666 0.35376 -2.00072
H 1.93682 -0.16835 -2.30536
*
```